--- 1 ---
{"formula": "C14H42O7", "method": "ωB97M-V/def2-TZVPD", "elements": ["C", "C", "O", "H", "H", "H", "H", "H", "H", "C", "C", "O", "H", "H", "H", "H", "H", "H", "C", "C", "O", "H", "H", "H", "H", "H", "H", "C", "C", "O", "H", "H", "H", "H", "H", "H", "C", "C", "O", "H", "H", "H", "H", "H", "H", "C", "C", "O", "H", "H", "H", "H", "H", "H", "C", "C", "O", "H", "H", "H", "H", "H", "H"], "coordinates": [[-15.37456, 1.59091, 12.45426], [-14.96426, 2.22600, 13.76345], [-14.40211, 1.26942, 14.66180], [-16.00682, 0.72047, 12.65518], [-14.54933, 1.26610, 11.82119], [-16.00830, 2.26700, 11.87170], [-15.82278, 2.66735, 14.26281], [-14.22492, 3.01491, 13.58497], [-13.63565, 0.87281, 14.23766], [-13.19105, 7.03753, 15.66550], [-12.23866, 5.88534, 15.68802], [-13.03496, 4.67008, 15.72962], [-13.59636, 7.27541, 16.65436], [-14.01172, 7.00422, 14.95373], [-12.66486, 7.97603, 15.43710], [-11.52883, 5.91766, 16.51783], [-11.66457, 5.83148, 14.75811], [-12.44739, 3.95590, 15.46597], [-11.86062, 7.84567, 12.55036], [-11.09915, 7.70678, 11.23352], [-10.40464, 6.47023, 11.16558], [-12.70663, 7.15304, 12.52440], [-12.28126, 8.84425, 12.68125], [-11.21915, 7.59699, 13.39384], [-10.35659, 8.51173, 11.15736], [-11.78716, 7.76027, 10.39308], [-10.08612, 6.23140, 12.04626], [-16.32650, 5.16922, 17.09211], [-17.14474, 3.92133, 17.34879], [-16.42387, 2.92977, 18.10924], [-16.70654, 6.11214, 17.49333], [-16.30937, 5.37251, 16.01121], [-15.26673, 5.12686, 17.34220], [-17.44442, 3.46233, 16.40453], [-18.03989, 4.15703, 17.91914], [-15.74089, 2.58483, 17.52660], [-7.16056, 4.93714, 12.37072], [-8.19652, 4.52983, 13.40524], [-9.09500, 5.59291, 13.69648], [-6.39861, 4.16565, 12.22628], [-6.63076, 5.81725, 12.73788], [-7.61739, 5.11314, 11.39770], [-7.68748, 4.19308, 14.31990], [-8.78531, 3.65915, 13.10595], [-8.74650, 6.12004, 14.43092], [-14.52037, 10.61108, 14.76404], [-14.37268, 11.42512, 16.02874], [-13.31909, 10.90432, 16.83353], [-14.61985, 9.54460, 14.95976], [-13.69593, 10.74987, 14.05737], [-15.37331, 10.91579, 14.14568], [-15.32014, 11.43855, 16.57648], [-14.15576, 12.47070, 15.79297], [-13.67112, 10.63324, 17.68333], [-7.39105, 5.40908, 17.33144], [-8.47508, 6.37876, 16.92592], [-8.06071, 7.15459, 15.79696], [-6.47648, 5.87028, 17.69435], [-7.13142, 4.73920, 16.50796], [-7.80326, 4.77368, 18.12117], [-8.69739, 7.03392, 17.77546], [-9.40597, 5.85925, 16.68526], [-8.34940, 8.06708, 15.87581]], "homo_energy_ev": -9.69, "lumo_ev": 0.3866, "smiles": "CCO.CCO.CCO.CCO.CCO.CCO.CCO"}


--- 2 ---
{"formula": "C14H42O7", "method": "ωB97M-V/def2-TZVPD", "elements": ["C", "C", "O", "H", "H", "H", "H", "H", "H", "C", "C", "O", "H", "H", "H", "H", "H", "H", "C", "C", "O", "H", "H", "H", "H", "H", "H", "C", "C", "O", "H", "H", "H", "H", "H", "H", "C", "C", "O", "H", "H", "H", "H", "H", "H", "C", "C", "O", "H", "H", "H", "H", "H", "H", "C", "C", "O", "H", "H", "H", "H", "H", "H"], "coordinates": [[1.97560, -1.53879, -2.96277], [2.76482, -2.04825, -4.15893], [2.49921, -1.28975, -5.35023], [2.47641, -1.94917, -2.22845], [0.94164, -1.81535, -2.81651], [1.87656, -0.36143, -2.97625], [2.81651, -3.29913, -4.15648], [3.76831, -2.10682, -4.12437], [3.10811, -1.34020, -6.02415], [-2.55718, 3.83912, 2.52479], [-1.58179, 3.92555, 1.34116], [-1.37174, 5.26849, 0.89617], [-3.50830, 4.22956, 2.30445], [-2.15692, 4.33735, 3.39048], [-2.67207, 2.90756, 2.90004], [-2.32151, 3.34621, 0.54250], [-0.58938, 3.48333, 1.42139], [-0.93526, 5.21373, -0.01576], [0.41687, 0.67127, -0.20357], [0.57450, 0.15739, 1.27492], [-0.06048, -1.12770, 1.49588], [0.95904, 1.63002, -0.53915], [-0.71193, 0.99832, -0.51393], [0.70630, -0.20328, -0.79581], [0.15280, 0.76484, 1.97728], [1.66659, 0.06413, 1.51306], [-0.36744, -1.25533, 2.39434], [3.70658, -2.31532, 0.75891], [2.31678, -3.08071, 0.81743], [2.54985, -4.46412, 0.58681], [3.88442, -2.48650, -0.17069], [4.38603, -2.69945, 1.40474], [3.68948, -1.16101, 0.82807], [1.63265, -2.64604, 0.09512], [1.94982, -2.97978, 1.86951], [1.80379, -4.79879, 0.79768], [-2.89331, -0.42313, -2.26491], [-2.65499, -1.24723, -0.98545], [-1.50864, -2.11512, -0.95271], [-3.22100, -1.07961, -3.04235], [-2.00776, 0.06051, -2.61172], [-3.58903, 0.47663, -2.05184], [-3.39955, -1.84364, -0.76220], [-2.58465, -0.49044, -0.17302], [-0.80212, -1.60595, -0.28625], [-1.87019, 3.40752, -2.96389], [-0.40899, 3.86247, -2.78912], [-0.20706, 4.84206, -1.69529], [-2.52115, 3.07187, -2.10537], [-2.02989, 2.70403, -3.65088], [-2.39032, 4.14175, -3.43927], [0.18938, 4.18620, -3.67908], [0.08988, 2.94141, -2.36584], [0.74168, 5.09320, -1.75058], [0.59231, -2.96841, 4.85392], [-0.82197, -2.33944, 4.91704], [-1.01776, -1.13181, 4.26825], [0.80853, -3.50559, 3.84216], [0.71458, -3.68017, 5.65364], [1.50222, -2.23368, 5.07897], [-1.12138, -2.15290, 5.88758], [-1.47423, -2.93601, 4.67139], [-1.90326, -0.90447, 4.29912]], "homo_energy_ev": -9.56, "lumo_ev": 0.4158, "smiles": "CCO.CCO.CCO.CCO.CCO.CCO.CCO"}


Q: Which of them is the least stable? A: 2.


--- 1 ---
{"formula": "C14H42O7", "method": "ωB97M-V/def2-TZVPD", "elements": ["C", "C", "O", "H", "H", "H", "H", "H", "H", "C", "C", "O", "H", "H", "H", "H", "H", "H", "C", "C", "O", "H", "H", "H", "H", "H", "H", "C", "C", "O", "H", "H", "H", "H", "H", "H", "C", "C", "O", "H", "H", "H", "H", "H", "H", "C", "C", "O", "H", "H", "H", "H", "H", "H", "C", "C", "O", "H", "H", "H", "H", "H", "H"], "coordinates": [[-0.48187, 2.75591, -4.09595], [0.58403, 2.80542, -2.98624], [1.63035, 1.93239, -3.33263], [-0.16388, 3.24398, -5.01865], [-1.39921, 3.26705, -3.78549], [-0.75113, 1.72839, -4.34009], [0.06539, 2.51393, -2.06360], [0.91485, 3.82917, -2.82494], [1.31332, 1.01450, -3.35348], [-2.07971, 2.37727, 0.39974], [-2.26164, 3.62553, 1.24825], [-3.37311, 4.42340, 0.85034], [-1.95315, 2.61940, -0.65601], [-2.94096, 1.70743, 0.47223], [-1.20113, 1.83415, 0.74162], [-1.34804, 4.21429, 1.15947], [-2.39153, 3.37588, 2.30611], [-4.16915, 3.98324, 1.15927], [2.59067, -1.04241, 3.91004], [2.92630, 0.44535, 4.01981], [1.81497, 1.22331, 4.39061], [3.50903, -1.61362, 4.04904], [2.09463, -1.30807, 2.97707], [1.89160, -1.26136, 4.71936], [3.40934, 0.83512, 3.11256], [3.71026, 0.55600, 4.77485], [1.02524, 0.94145, 3.87694], [1.43000, 0.34855, -0.02540], [0.64820, -0.93630, 0.08429], [-0.76833, -0.69359, 0.08354], [1.25334, 1.05800, 0.78102], [1.11505, 0.82489, -0.95586], [2.48481, 0.08644, -0.10228], [0.89889, -1.45928, 1.02169], [0.89324, -1.69799, -0.66197], [-1.19081, -1.49954, -0.24271], [-1.39360, 0.44332, 5.05458], [-1.48661, -0.05633, 3.63122], [-0.36943, 0.47342, 2.88986], [-2.14263, 0.02773, 5.73071], [-1.43747, 1.52847, 5.13833], [-0.43866, 0.13024, 5.48393], [-2.40193, 0.29160, 3.14222], [-1.51142, -1.14809, 3.59137], [-0.52125, 0.12301, 1.99919], [-0.79861, -4.42487, -1.51706], [-1.94693, -3.49523, -1.85484], [-2.54192, -2.97686, -0.68005], [-0.01733, -3.83027, -1.03656], [-0.35412, -4.88384, -2.39996], [-1.09004, -5.24319, -0.85954], [-2.73005, -4.02661, -2.41254], [-1.57279, -2.73390, -2.55354], [-3.42310, -2.64496, -0.86134], [2.70788, -1.69125, -3.35164], [1.51360, -1.54010, -4.25606], [0.52875, -0.71904, -3.57837], [3.42421, -2.40904, -3.76215], [2.46040, -2.05880, -2.35468], [3.27696, -0.76978, -3.21667], [1.01629, -2.49408, -4.45163], [1.82616, -1.04534, -5.18054], [-0.30623, -0.88451, -4.02684]], "homo_energy_ev": -9.39, "lumo_ev": 0.2051, "smiles": "CCO.CCO.CCO.CCO.CCO.CCO.CCO"}


--- 2 ---
{"formula": "C14H42O7", "method": "ωB97M-V/def2-TZVPD", "elements": ["C", "C", "O", "H", "H", "H", "H", "H", "H", "C", "C", "O", "H", "H", "H", "H", "H", "H", "C", "C", "O", "H", "H", "H", "H", "H", "H", "C", "C", "O", "H", "H", "H", "H", "H", "H", "C", "C", "O", "H", "H", "H", "H", "H", "H", "C", "C", "O", "H", "H", "H", "H", "H", "H", "C", "C", "O", "H", "H", "H", "H", "H", "H"], "coordinates": [[3.42455, -4.07920, -4.29697], [2.73999, -2.99520, -3.51198], [2.13166, -3.55692, -2.35671], [4.20089, -4.57037, -3.69906], [3.92052, -3.67701, -5.18050], [2.74233, -4.87455, -4.60034], [1.96647, -2.55694, -4.16183], [3.45848, -2.21482, -3.25055], [1.75324, -2.83626, -1.84217], [4.49160, -2.01375, 0.78519], [4.44187, -0.67690, 0.10013], [3.62243, -0.82354, -1.06710], [3.51571, -2.27946, 1.20069], [5.17396, -2.02231, 1.63753], [4.79130, -2.80328, 0.09637], [5.43436, -0.31912, -0.18563], [4.01121, 0.06934, 0.77918], [3.64612, -0.01003, -1.57830], [-0.68469, 0.66912, 0.27371], [0.57573, 0.33974, -0.47869], [0.86491, -1.02139, -0.17928], [-1.44275, -0.05104, -0.05022], [-1.16921, 1.63421, 0.09584], [-0.54682, 0.60661, 1.35306], [1.41897, 0.95568, -0.15157], [0.40800, 0.43313, -1.55817], [1.80499, -1.18842, -0.31046], [-2.91245, 4.30657, 4.07639], [-2.97371, 3.91572, 2.60493], [-3.33528, 2.55069, 2.53579], [-1.92047, 4.11897, 4.49651], [-3.62992, 3.72030, 4.64779], [-3.10312, 5.37099, 4.21652], [-2.00952, 4.10001, 2.12003], [-3.73790, 4.51061, 2.08831], [-3.24036, 2.20966, 1.63854], [1.72321, -0.24473, 4.32749], [0.30698, 0.10287, 4.67254], [-0.06055, 1.26723, 3.97655], [2.44140, 0.47799, 4.71281], [1.83153, -0.31639, 3.24142], [2.01037, -1.23095, 4.70564], [0.21328, 0.23797, 5.76115], [-0.33965, -0.75642, 4.45002], [-1.01466, 1.39271, 4.00043], [-2.71178, 4.16530, -1.03880], [-3.67334, 3.06171, -1.41699], [-4.17857, 2.47910, -0.20262], [-2.32471, 4.72589, -1.89753], [-1.80531, 3.82967, -0.53536], [-3.25133, 4.90408, -0.44313], [-3.13671, 2.27977, -1.96242], [-4.47589, 3.48784, -2.01824], [-5.07905, 2.20247, -0.39037], [-1.16603, -2.51122, -2.50562], [-2.47018, -3.19280, -2.87428], [-2.52236, -3.61515, -4.23534], [-1.08470, -1.50064, -2.91833], [-0.31781, -3.06830, -2.91087], [-1.07749, -2.41087, -1.42384], [-3.30807, -2.51050, -2.73736], [-2.62507, -4.05423, -2.21541], [-1.73658, -4.14324, -4.40854]], "homo_energy_ev": -9.87, "lumo_ev": 0.5021, "smiles": "CCO.CCO.CCO.CCO.CCO.CCO.CCO"}


Q: Which of them is the least stable? A: 2.


--- 1 ---
{"formula": "C4H6NOPS", "method": "ωB97M-V/def2-TZVPD", "elements": ["O", "C", "S", "C", "C", "C", "N", "P", "H", "H", "H", "H", "H", "H"], "coordinates": [[2.95528, -2.33361, 0.18426], [2.35117, -1.26120, 0.10827], [3.27256, 0.24433, -0.26377], [1.75553, 1.27277, -0.38939], [0.71253, 0.56222, 0.40101], [0.97720, -0.92208, 0.25180], [0.07249, -2.07934, -0.00204], [-1.48608, -2.03695, -0.44707], [1.45274, 1.33062, -1.43041], [1.99736, 2.35272, -0.05820], [-0.25796, 0.72356, 0.11455], [0.72757, 0.64712, 1.45541], [-2.42281, -1.27961, 0.46309], [-1.66312, -3.41143, 0.23408]], "homo_energy_ev": [-8.98, -8.98], "lumo_ev": [-1.3679, -1.3677], "smiles": "O=C1SCC/C1=N\\P"}


--- 2 ---
{"formula": "C4H6NOPS", "method": "ωB97M-V/def2-TZVPD", "elements": ["C", "N", "C", "S", "O", "C", "H", "H", "H", "H", "H", "C", "P", "H"], "coordinates": [[1.58685, -1.38784, 0.31972], [1.02100, -0.30317, 0.09208], [0.54298, 0.71338, -0.61525], [0.59671, 0.66718, -2.25194], [0.09488, 1.83968, 0.05062], [-0.79583, 2.87101, -0.65258], [2.69631, -1.59481, 0.24367], [1.02716, -2.26171, 0.68974], [-1.81099, 2.41324, -0.42133], [-0.67014, 2.83657, -1.76068], [-0.73298, 3.87520, -0.20283], [-0.74974, -2.85077, 1.15958], [-1.16711, -3.37907, 2.59614], [-1.63910, -3.43893, 0.75306]], "homo_energy_ev": -8.04, "lumo_ev": -1.3423, "smiles": "C=NC(=S)OC.C#P"}


Q: Which of them is the least stable? A: 2.